Entry 1:
DFT (ωB97M-V/def2-TZVPD) results for a structure of composition C17H15AlClO3 in a non-equilibrium geometry.

```
37
Properties=species:S:1:pos:R:3:mulliken_charge:R:1
C 2.411 -2.667 0.908 -0.59
C 2.462 -2.760 -0.520 -0.46
C 1.120 -2.733 -1.032 -0.52
H 3.378 -2.857 -1.117 0.42
C 0.220 -2.618 0.081 -0.35
C 1.022 -2.562 1.291 -0.34
H 0.641 -2.660 2.319 0.51
H 3.249 -2.743 1.619 0.40
H 0.814 -2.806 -2.088 0.43
H -0.880 -2.688 0.051 0.39
Al 1.350 -0.568 0.264 0.61
Cl 2.490 0.506 1.651 -0.28
C 1.611 2.203 -4.663 -0.55
C 0.371 1.558 -5.009 -0.55
C 0.684 0.313 -5.663 -0.53
H -0.635 1.951 -4.823 0.35
C 2.118 0.190 -5.721 -0.52
C 2.690 1.357 -5.103 -0.52
H 3.761 1.571 -5.001 0.35
H 1.715 3.174 -4.167 0.36
H -0.041 -0.407 -6.061 0.35
H 2.675 -0.641 -6.171 0.36
O -2.118 2.321 1.200 -0.62
C -2.341 1.721 2.406 0.48
C -3.352 2.322 3.188 -0.65
C -3.682 1.850 4.467 -0.28
C -3.001 0.742 4.985 -0.64
C -2.012 0.127 4.217 -0.43
C -1.655 0.571 2.907 0.23
C -0.476 -0.070 2.291 0.90
O 0.215 -0.736 3.096 -0.63
O -0.368 -0.013 0.948 -0.50
H -1.383 1.880 0.754 0.35
H -3.884 3.195 2.800 0.38
H -4.457 2.337 5.065 0.35
H -3.238 0.352 5.982 0.35
H -1.476 -0.714 4.649 0.38
```

Charge   -1

Entry 2:
DFT (ωB97M-V/def2-TZVPD) results for a structure of composition C17H15BeN3S4Sb in a non-equilibrium geometry.

```
41
Properties=species:S:1:pos:R:3:mulliken_charge:R:1
Be 0.165 -0.083 0.155 -0.17
C 0.287 -2.553 -1.922 -0.88
C -0.876 -2.453 -1.007 0.96
C -1.817 -3.479 -0.933 -0.84
C -2.919 -3.355 -0.108 -0.38
C -3.079 -2.187 0.622 -0.87
C -2.116 -1.202 0.523 0.26
N -1.006 -1.354 -0.257 0.39
C -2.159 0.105 1.169 0.48
C -3.189 0.788 1.790 -0.87
C -2.991 2.129 2.110 -0.50
C -1.809 2.780 1.765 -0.88
C -0.813 2.038 1.154 0.60
N -0.998 0.733 0.955 0.37
C 0.427 2.446 0.500 0.53
C 1.039 3.677 0.655 -0.98
C 2.213 3.928 -0.026 -0.42
C 2.730 2.936 -0.842 -0.81
C 2.058 1.725 -0.981 0.90
C 2.563 0.676 -1.906 -0.78
N 0.914 1.486 -0.335 0.30
H -0.007 -3.005 -2.869 0.45
H 1.049 -3.214 -1.461 -0.01
H 0.742 -1.579 -2.096 0.03
H -1.658 -4.373 -1.520 0.43
H -3.652 -4.147 -0.047 0.43
H -3.935 -2.027 1.263 0.34
H -4.135 0.306 1.994 0.37
H -3.794 2.690 2.569 0.41
H -1.699 3.842 1.932 0.37
H 0.602 4.405 1.326 0.34
H 2.727 4.874 0.082 0.42
H 3.661 3.079 -1.371 0.41
H 3.630 0.781 -2.080 0.45
H 2.038 0.736 -2.864 0.22
H 2.402 -0.321 -1.491 -0.25
S 4.052 -2.642 -1.419 -0.76
Sb 3.399 -3.023 0.768 0.41
S 2.550 0.561 2.215 -0.54
S 1.586 -0.998 1.383 -0.15
S 1.819 -4.724 0.606 -0.79
```

Charge   -1

Entry 3:
DFT (ωB97M-V/def2-TZVPD) results for a structure of composition C17H15BrO2Pt in a non-equilibrium geometry.

```
36
Properties=species:S:1:pos:R:3:lowdin_spin:R:1
C -2.047 -0.420 -1.431 0.06
C -1.853 -0.902 -0.037 0.07
C -2.124 0.194 0.840 0.00
H -1.689 -1.933 0.233 0.00
C -2.480 1.323 0.055 0.08
C -2.426 0.999 -1.315 0.01
H -2.808 1.599 -2.150 0.00
H -2.125 -1.102 -2.269 0.00
H -2.242 0.108 1.900 0.00
H -2.858 2.246 0.496 0.01
Pt 0.080 -0.168 -1.048 0.88
Br 0.897 -1.396 -2.845 0.39
C 2.129 0.957 -4.766 0.02
C 1.019 1.730 -5.162 0.10
C 0.014 0.843 -5.689 0.03
H 0.953 2.823 -5.154 0.01
C 0.505 -0.470 -5.624 0.09
C 1.833 -0.429 -5.031 0.16
H 2.550 -1.242 -4.995 0.01
H 3.091 1.318 -4.399 0.00
H -0.932 1.154 -6.142 0.00
H 0.022 -1.370 -6.004 0.00
O 0.345 -2.025 1.686 0.00
C 0.524 -0.832 1.910 0.01
O 0.558 0.150 1.038 0.06
C 0.694 -0.522 3.434 0.00
C 0.539 0.741 3.998 0.00
C 0.672 0.932 5.388 0.00
C 0.959 -0.104 6.266 0.00
C 1.061 -1.373 5.701 0.00
C 0.921 -1.584 4.336 0.00
H 0.323 1.584 3.326 0.00
H 0.570 1.917 5.798 0.00
H 1.057 0.057 7.346 0.00
H 1.272 -2.196 6.351 0.00
H 0.995 -2.607 3.960 0.00
```

Multiplicity   3
Charge   -2

Entry 4:
DFT (ωB97M-V/def2-TZVPD) results for a structure of composition C17H15F5MoNO5S3Te.

```
48
Properties=species:S:1:pos:R:3:mulliken_charge:R:1
Mo 0.330 -1.774 0.599 -1.23
F 3.001 3.879 3.922 -0.32
C 2.215 2.834 3.636 0.70
C 1.376 2.871 2.540 -0.13
F 1.348 3.961 1.762 -0.33
C 0.555 1.792 2.266 -0.03
F -0.259 1.909 1.213 -0.30
C 0.547 0.640 3.044 0.88
S -0.469 -0.759 2.731 -0.35
C 1.404 0.642 4.142 0.00
F 1.462 -0.415 4.956 -0.37
C 2.223 1.713 4.444 0.24
F 3.031 1.675 5.513 -0.31
C -3.310 0.202 -1.491 -1.76
C -2.789 -0.450 -0.200 2.56
C -3.572 -1.739 0.044 -1.79
C -3.094 0.538 0.934 -1.76
C -1.265 -0.669 -0.320 -0.13
H -3.232 -0.471 -2.346 0.34
H -2.750 1.113 -1.719 0.34
H -4.360 0.478 -1.366 0.47
H -3.342 -2.169 1.016 0.34
H -3.353 -2.493 -0.718 0.31
H -4.643 -1.525 0.001 0.47
H -2.771 0.158 1.899 0.29
H -4.173 0.718 0.964 0.50
H -2.594 1.492 0.764 0.29
H -0.782 0.288 -0.542 0.96
O -1.227 -3.103 1.244 -0.29
N -0.565 -4.170 1.124 0.19
O 0.580 -3.859 0.702 -0.38
Te -0.688 -1.964 -1.928 0.16
C 0.619 -0.648 -2.931 0.27
C 1.849 -1.125 -3.369 -0.41
C 2.730 -0.271 -4.016 -0.56
C 2.387 1.057 -4.225 -0.39
C 1.157 1.531 -3.792 -0.69
C 0.270 0.678 -3.151 0.12
H 2.140 -2.147 -3.166 0.32
H 3.697 -0.639 -4.332 0.36
H 3.085 1.727 -4.713 0.37
H 0.889 2.569 -3.944 0.38
H -0.685 1.054 -2.808 0.29
O 3.980 -0.443 -0.270 -0.65
S 2.733 -0.931 0.225 1.27
O 1.578 0.040 0.175 -0.39
O 2.127 -2.084 -0.564 -0.53
S 2.609 -1.712 2.051 -0.31
```

Charge   -1

Entry 5:
DFT (ωB97M-V/def2-TZVPD) results for a structure of composition C17H15F5N6O8PPt.

```
53
Properties=species:S:1:pos:R:3:mulliken_charge:R:1
Pt 0.117 0.011 -0.499 1.42
O -5.453 -4.042 0.483 -0.70
C -5.456 -3.023 -0.229 0.03
O -6.337 -2.497 -0.930 -0.70
C -4.123 -2.270 -0.249 0.52
C -2.961 -2.911 -0.684 -0.86
C -1.784 -2.212 -0.751 0.04
N -1.700 -0.909 -0.409 -0.11
C -2.796 -0.279 0.045 1.41
C -4.006 -0.941 0.138 -0.61
C -2.687 1.205 0.423 -0.48
O -3.473 1.587 1.293 -0.74
O -1.840 1.881 -0.225 -0.61
H -2.985 -3.957 -0.958 0.45
H -0.867 -2.678 -1.087 0.41
H -4.859 -0.385 0.498 0.55
F 4.644 1.918 4.106 -0.36
C 4.012 1.647 2.953 0.55
C 3.026 2.494 2.477 0.40
F 2.703 3.588 3.174 -0.37
C 2.381 2.208 1.288 0.46
F 1.416 3.033 0.867 -0.42
C 2.668 1.065 0.531 -0.26
O 2.033 0.754 -0.575 -0.69
C 3.688 0.247 1.033 0.39
F 4.005 -0.877 0.376 -0.33
C 4.343 0.523 2.218 0.14
F 5.293 -0.307 2.675 -0.35
N 1.525 -0.308 4.686 -0.71
N 0.842 0.153 3.570 1.35
N 0.032 1.184 3.627 -0.96
C -0.417 1.238 2.381 -0.30
N 0.120 0.249 1.644 0.03
N 0.930 -0.436 2.427 -0.68
H 1.889 0.511 5.162 0.32
H 2.299 -0.865 4.335 0.35
H -1.091 1.979 1.979 0.56
C 0.913 2.196 -3.214 -0.62
O 1.212 0.799 -3.370 -0.28
P 0.287 -0.279 -2.662 0.30
O 1.001 -1.623 -3.114 -0.33
C 2.300 -1.901 -2.563 -0.59
O -1.011 -0.353 -3.544 -0.43
C -2.322 0.132 -3.172 -0.51
H 1.849 2.733 -3.336 0.27
H 0.501 2.405 -2.227 0.27
H 0.206 2.499 -3.987 0.24
H 2.519 -2.937 -2.804 0.31
H 2.298 -1.753 -1.482 0.20
H 3.042 -1.242 -3.011 0.27
H -2.913 -0.699 -2.794 0.25
H -2.768 0.518 -4.084 0.32
H -2.246 0.925 -2.428 0.19
```

Charge   -1

Entry 6:
DFT (ωB97M-V/def2-TZVPD) results for a structure of composition C17H15IrN7 in a non-equilibrium geometry.

```
40
Properties=species:S:1:pos:R:3:lowdin_spin:R:1
Ir -0.903 0.111 0.238 1.60
N 2.972 1.560 -0.002 0.08
C 1.678 1.585 0.289 0.00
N 1.042 0.418 0.384 0.11
C 1.812 -0.751 0.654 0.13
N 1.145 -1.867 0.771 0.21
N -0.145 -1.631 0.748 0.31
C -1.090 -2.584 0.980 0.37
C -2.385 -2.228 0.560 0.07
C -3.502 -3.158 0.485 0.17
C -4.799 -2.681 0.287 0.04
C -4.940 -1.357 -0.229 0.15
C -3.803 -0.547 -0.379 0.10
N -2.598 -0.963 0.003 0.14
C 3.303 -0.670 0.472 0.09
C 4.125 -1.831 0.380 0.01
C 5.465 -1.667 0.148 0.04
C 6.054 -0.406 -0.129 0.08
C 5.214 0.658 -0.217 0.00
C 3.837 0.498 -0.031 0.09
H 3.501 2.451 -0.315 0.00
H 1.178 2.496 0.506 0.00
H -0.736 -3.551 1.306 0.01
H -3.322 -4.174 0.644 0.01
H -5.696 -3.258 0.374 0.00
H -5.851 -1.160 -0.759 0.01
H -3.835 0.450 -0.776 0.00
H 3.694 -2.800 0.544 0.00
H 6.177 -2.476 0.259 0.00
H 7.163 -0.303 -0.060 0.00
H 5.545 1.587 -0.612 0.00
N -1.269 2.684 -1.329 0.00
C -2.028 3.854 -1.387 0.06
C -2.932 3.816 -0.330 0.02
C -2.721 2.520 0.251 0.04
N -1.769 1.784 -0.376 0.07
H -0.670 2.376 -2.109 0.00
H -1.896 4.598 -2.217 0.00
H -3.751 4.468 -0.144 0.00
H -3.268 2.148 1.120 0.00
```

Multiplicity   5
Charge   +3

Entry 7:
DFT (ωB97M-V/def2-TZVPD) results for an isolated molecule of C17H15N3O2 in a non-equilibrium geometry.

```
37
Properties=species:S:1:pos:R:3:mulliken_charge:R:1
N -3.650 -1.706 0.556 -0.55
N -1.337 -2.197 0.855 -0.68
O -4.108 0.019 -0.913 -0.41
O 4.106 2.753 0.994 -0.44
C -2.068 0.583 -1.592 -0.74
C 2.329 -1.465 -1.209 -1.16
C 1.142 -1.973 -1.105 -0.14
C -3.418 0.895 -1.655 0.40
C -2.625 -2.339 1.179 0.23
C -3.274 -0.819 -0.310 0.16
C -0.917 -1.244 -0.006 -0.15
C 1.895 1.951 1.298 -0.87
C 3.498 0.581 -0.035 -0.54
C 0.946 0.980 0.970 -0.29
C 3.180 1.756 0.747 0.91
C -1.999 -0.585 -0.722 1.40
C 2.415 -0.277 -0.408 0.45
C 1.125 -0.055 0.031 -0.28
N 0.390 -1.165 -0.280 0.49
C 5.476 2.290 1.044 -0.85
C -4.093 2.086 -2.290 -1.01
C -3.043 -3.401 2.219 -1.01
H -1.136 1.141 -1.926 0.34
H 3.013 -1.987 -1.776 0.53
H 0.812 -2.706 -1.806 0.39
H 1.479 2.830 1.835 0.35
H 4.468 0.391 -0.420 0.35
H -0.025 0.984 1.397 0.47
H 6.126 3.069 1.473 0.26
H 5.607 1.403 1.672 0.37
H 5.819 1.952 0.079 0.29
H -3.195 2.705 -2.545 0.29
H -4.777 1.799 -3.184 0.27
H -4.621 2.713 -1.442 0.26
H -2.574 -3.232 3.158 0.31
H -2.779 -4.390 1.785 0.27
H -4.186 -3.341 2.328 0.30
```

Structure (SMILES)   COc1ccc2c(ccn2-c2nc(C)nc3oc(C)cc23)c1
Charge   0

Entry 8:
DFT (ωB97M-V/def2-TZVPD) results for an isolated molecule of C17H15N3O3S in a non-equilibrium geometry.

```
39
Properties=species:S:1:pos:R:3:mulliken_charge:R:1
C -2.119 4.758 1.789 -1.54
C -0.874 4.670 0.959 0.32
C -0.533 3.515 0.291 -0.47
C 0.626 3.428 -0.492 0.67
C 1.439 4.574 -0.638 0.22
C 1.101 5.735 0.065 -0.76
C -0.028 5.778 0.847 -0.55
H -0.277 6.687 1.374 0.41
H 1.744 6.594 -0.041 0.42
O 2.528 4.594 -1.409 -0.66
H 2.590 3.727 -1.877 0.41
C 1.012 2.193 -1.174 0.64
O 1.867 2.167 -2.058 -0.78
C 0.376 0.937 -0.744 0.00
C 0.059 -0.135 -1.542 -0.31
N -0.437 -1.108 -0.728 0.77
N -0.422 -0.718 0.560 -1.14
C 0.054 0.496 0.572 -0.54
H 0.190 1.020 1.497 0.65
C -0.903 -2.363 -1.143 0.41
O -0.928 -2.644 -2.310 -0.57
C -1.342 -3.264 -0.014 -0.39
C -0.708 -4.611 -0.184 0.20
C -1.039 -5.542 -1.118 -0.34
S -0.018 -6.919 -0.984 -0.20
C 0.802 -6.118 0.350 0.64
N 0.330 -4.958 0.622 -0.50
C 1.928 -6.766 1.060 -1.03
H 2.744 -6.971 0.369 0.30
H 1.608 -7.713 1.494 0.30
H 2.279 -6.107 1.849 0.30
H -1.801 -5.494 -1.868 0.43
H -2.429 -3.356 -0.067 0.29
H -1.049 -2.836 0.943 0.35
H 0.126 -0.272 -2.602 0.55
H -1.190 2.659 0.348 0.47
H -2.660 3.816 1.780 0.35
H -2.775 5.539 1.406 0.34
H -1.871 5.008 2.819 0.34
```

Structure (SMILES)   Cc1ccc(O)c(C(=O)c2cnn(C(=O)Cc3csc(C)n3)c2)c1
Charge   0

Entry 9:
DFT (ωB97M-V/def2-TZVPD) results for an isolated molecule of C17H15N3O3S in a non-equilibrium geometry.

```
39
Properties=species:S:1:pos:R:3:mulliken_charge:R:1
O -0.447 -2.316 0.936 -0.59
C 0.621 -2.185 0.409 0.61
O 0.791 -2.004 -0.913 -0.27
C -0.379 -1.905 -1.702 -0.62
N -1.203 -0.800 -1.273 0.54
N -0.593 0.390 -1.259 -0.43
N -1.134 1.400 -0.794 -0.52
C -2.385 1.334 -0.227 -0.02
C -2.931 2.479 0.360 -0.36
C -4.179 2.415 0.937 -0.48
C -4.903 1.221 0.941 -0.55
C -4.379 0.085 0.365 -0.73
C -3.116 0.131 -0.224 0.74
C -2.515 -1.048 -0.840 0.83
O -3.039 -2.123 -1.016 -0.67
H -4.916 -0.851 0.359 0.47
H -5.879 1.192 1.400 0.41
H -4.605 3.295 1.395 0.38
H -2.352 3.388 0.353 0.48
H -0.996 -2.810 -1.618 0.40
H -0.023 -1.751 -2.724 0.25
C 1.953 -2.173 1.127 -0.48
C 1.895 -1.156 2.260 -0.86
H 2.830 -1.117 2.817 0.41
H 1.079 -1.394 2.941 0.47
S 1.478 0.514 1.639 -0.11
C 2.776 0.831 0.467 0.59
C 2.441 1.542 -0.679 -0.42
C 3.418 1.835 -1.612 -0.65
C 4.725 1.418 -1.412 -0.47
C 5.054 0.717 -0.265 -0.52
C 4.086 0.428 0.681 -0.38
H 4.362 -0.101 1.581 0.34
H 6.072 0.396 -0.097 0.39
H 5.485 1.641 -2.145 0.38
H 3.156 2.385 -2.503 0.40
H 1.418 1.847 -0.832 0.35
H 2.739 -1.927 0.413 0.29
H 2.135 -3.168 1.541 0.39
```

Structure (SMILES)   O=C(CCSc1ccccc1)OCn1nnc2ccccc2c1=O
Charge   0

Entry 10:
DFT (ωB97M-V/def2-TZVPD) results for an isolated molecule of C17H15N5O4S in a non-equilibrium geometry.

```
42
Properties=species:S:1:pos:R:3:mulliken_charge:R:1
C 2.917 1.799 2.403 -0.96
H 3.759 2.483 2.311 0.24
O 1.980 2.225 1.442 -0.42
C 0.787 1.583 1.357 0.54
C -0.136 2.137 0.464 -0.55
C -1.367 1.553 0.280 -0.37
C -1.701 0.403 0.992 0.01
C -0.794 -0.151 1.882 -0.44
C 0.447 0.435 2.064 -0.49
H 1.135 -0.014 2.762 0.47
H -1.056 -1.037 2.440 0.52
N -2.965 -0.182 0.795 0.28
C -3.307 -1.497 0.601 0.28
N -4.589 -1.612 0.409 -0.40
N -5.123 -0.392 0.472 -0.62
C -4.162 0.457 0.692 -0.07
H -4.284 1.515 0.800 0.48
S -2.176 -2.830 0.542 -0.15
C -1.769 -2.734 -1.249 -1.13
H -2.689 -2.542 -1.798 0.49
C -0.770 -1.609 -1.444 0.59
O -1.053 -0.566 -1.980 -0.59
N 0.447 -1.916 -0.904 0.02
C 1.586 -1.123 -0.802 0.42
C 1.646 0.180 -1.286 0.08
C 2.819 0.902 -1.116 -0.76
C 3.941 0.355 -0.509 -0.42
C 3.873 -0.945 -0.040 -0.80
C 2.707 -1.674 -0.177 -0.61
H 2.658 -2.685 0.203 0.41
H 4.731 -1.391 0.439 0.41
H 4.833 0.952 -0.404 0.53
N 2.867 2.276 -1.559 1.28
O 1.842 2.774 -1.965 -0.63
O 3.933 2.847 -1.490 -0.68
H 0.800 0.631 -1.778 0.70
H 0.520 -2.818 -0.453 0.24
H -1.359 -3.705 -1.522 0.47
H -2.064 1.968 -0.430 0.47
H 0.146 3.016 -0.092 0.44
H 3.259 0.777 2.206 0.34
H 2.507 1.860 3.415 0.40
```

Structure (SMILES)   COc1ccc(-n2cnnc2SCC(=O)Nc2cccc([N+](=O)[O-])c2)cc1
Charge   0

Entry 11:
DFT (ωB97M-V/def2-TZVPD) results for a structure of composition C17H16AuN8OS.

```
44
Properties=species:S:1:pos:R:3:lowdin_spin:R:1
Au -1.053 -0.214 0.582 0.54
S 4.692 4.666 -0.429 0.00
N 4.706 3.086 -0.100 0.00
C 3.444 2.713 0.009 0.00
C 2.992 1.355 0.328 0.03
C 3.833 0.315 0.584 0.08
C 3.288 -0.954 0.912 0.08
C 1.933 -1.093 0.943 0.04
N 1.071 -0.085 0.662 0.21
C 1.581 1.166 0.375 0.13
C 0.671 2.210 0.149 0.11
N -0.669 1.913 0.225 0.31
C -1.575 2.899 0.052 0.04
C -1.234 4.191 -0.215 0.09
C 0.140 4.519 -0.320 0.05
C 1.075 3.545 -0.140 0.05
C 2.521 3.767 -0.215 0.00
N 3.100 4.922 -0.491 0.00
H 4.903 0.477 0.552 0.00
H 3.922 -1.791 1.165 0.00
H 1.476 -2.031 1.235 0.00
H -2.617 2.613 0.147 0.00
H -2.003 4.939 -0.340 0.01
H 0.460 5.530 -0.534 0.00
C -5.307 -0.407 1.379 0.01
O -3.838 -0.298 1.387 0.01
C -3.122 -0.210 0.343 0.07
C -3.748 -0.195 -0.999 0.01
H -5.728 0.499 0.956 0.00
H -5.568 -0.504 2.425 0.00
H -5.597 -1.291 0.821 0.00
H -4.833 -0.223 -1.048 0.00
H -3.323 -1.045 -1.543 0.00
H -3.367 0.689 -1.518 0.00
N 1.015 -6.094 -1.266 0.00
C 0.764 -4.858 -0.827 0.00
N 1.726 -3.929 -0.943 0.00
N -0.430 -4.634 -0.305 0.00
C -0.689 -3.461 0.187 0.01
N -0.969 -2.440 0.663 0.09
H 1.877 -6.347 -1.711 0.00
H 0.299 -6.790 -1.147 0.00
H 2.626 -4.142 -1.334 0.00
H 1.555 -2.978 -0.657 0.00
```

Multiplicity   3
Charge   +1

no.,E (eV)
1,-43135.7318
2,-72628.4527
3,-95253.0735
4,-84842.0292
5,-69318.0275
6,-31109.5091
7,-26435.4590
8,-39320.8115
9,-39320.0700
10,-44345.3862
11,-46377.0529